No. 1
One molecule with the formula C5H11NO at a distorted geometry, computed with ωB97M-V/def2-TZVPD.

Geometry as XYZ:
```
18
Properties=species:S:1:pos:R:3:nbo_charge:R:1
C 1.84407 0.55713 0.71555 -0.4043
C 1.13131 0.49752 -1.63704 -0.4037
N 0.84627 0.06878 -0.25254 -0.4281
C -0.53748 0.43301 0.14584 0.1943
C -1.06751 1.54430 0.36300 -0.5199
H 1.61201 0.15390 1.69832 0.2288
H 0.39449 0.04171 -2.29331 0.2329
H 2.84290 0.24911 0.40589 0.2021
H 1.76763 1.64326 0.75644 0.2378
H 1.02842 1.58222 -1.67838 0.2334
H 2.13253 0.17849 -1.92468 0.2015
H -2.04094 1.83906 0.70620 0.2128
C -2.16121 -1.57259 0.66116 -0.2336
O -0.96189 -1.25258 0.03525 -0.7284
H 0.69564 -0.98107 -0.20764 0.4825
H -2.07139 -1.55624 1.75823 0.1526
H -2.49832 -2.56919 0.35216 0.1742
H -2.95652 -0.85682 0.39556 0.1652
```

Properties
LUMO energy ... 0.7 eV
HOMO level ... -0.2727 Eh
Charge ... 0
Energy ... -8896.149 eV
Relative energy (zero: lowest compared OMol25 entry of this formula, charge and spin) ... 535.3 kJ/mol
Gap between HOMO and LUMO ... 8.12 eV

No. 2
One molecule with the formula CH3O3PS2 at a distorted geometry, computed with ωB97M-V/def2-TZVPD.

Geometry as XYZ:
```
10
Properties=species:S:1:pos:R:3:nbo_charge:R:1
C -0.01355 0.17064 0.25918 -0.8297
O -1.92026 1.54362 -1.17801 -0.9853
O -4.59788 -0.90751 -0.05457 -0.9881
O -2.41280 -0.73067 0.87062 -1.0162
P -3.26368 -1.02289 -0.57271 1.5710
S -2.20456 2.06212 0.25029 0.5433
S -1.43206 0.46961 1.34496 0.9121
H 0.40658 1.13728 -0.17970 0.2764
H -0.55198 -0.41224 -0.54597 0.2565
H 0.93483 -0.37820 0.59546 0.2600
```

Properties
LUMO energy ... -0.4 eV
HOMO level ... -0.3052 Eh
Charge ... 0
Energy ... -38185.514 eV
Relative energy (zero: lowest compared OMol25 entry of this formula, charge and spin) ... 35.9 kJ/mol
Gap between HOMO and LUMO ... 7.87 eV

No. 3
C8H36BCrO8 as an isolated structure at a distorted geometry, computed with ωB97M-V/def2-TZVPD.

Geometry as XYZ:
```
54
Properties=species:S:1:pos:R:3:nbo_charge:R:1
Cr -0.64938 -0.92665 -1.03732 1.6250
B 0.05564 0.67873 0.16634 -0.7347
H 0.45934 1.50993 0.72345 0.1127
H -0.95786 0.87511 -0.14750 0.0445
H 0.62216 0.51957 -0.73807 0.0730
H -0.02379 -0.22000 0.75814 0.0904
C -2.94461 -0.17089 1.10128 -0.2636
O -2.31371 -1.17900 0.28909 -0.7197
H -4.00072 -0.42096 1.20218 0.2214
H -2.54229 -0.04646 2.10665 0.2194
H -2.92617 0.79665 0.59965 0.2054
H -2.71022 -2.00240 0.58303 0.5333
C -2.85765 -0.43221 -3.24797 -0.2910
O -2.21193 0.11780 -2.10200 -0.7223
H -2.09753 -0.81627 -3.92827 0.1913
H -3.64420 -1.15611 -3.03487 0.2174
H -3.33762 0.32457 -3.86846 0.2401
H -2.54989 1.01031 -1.99806 0.5447
C 3.44519 2.73751 0.23801 -0.2626
O 2.13466 3.03804 -0.16914 -0.7222
H 3.71287 1.68778 0.35847 0.1476
H 4.10431 3.00272 -0.58863 0.1926
H 3.73830 3.24597 1.15651 0.1868
H 1.54715 2.35218 0.15648 0.4660
C 1.85161 -3.13173 -1.16606 -0.2654
O 1.36688 -1.83194 -0.85500 -0.7182
H 1.54821 -3.83204 -0.38785 0.2198
H 1.41625 -3.39471 -2.13011 0.1755
H 2.93779 -3.22229 -1.17702 0.2348
H 2.08283 -1.19892 -0.94616 0.5256
C 2.04342 -0.63821 3.18293 -0.2579
O 0.92605 -1.28878 3.80406 -0.7459
H 1.77364 0.33691 2.77741 0.1649
H 2.88775 -0.45718 3.84809 0.2029
H 2.35252 -1.28189 2.35939 0.1746
H 0.57659 -0.68886 4.46706 0.4926
C 0.86873 0.91569 -3.46679 -0.2513
O 0.31176 -0.25524 -2.91328 -0.7271
H 1.82012 1.18872 -3.01026 0.2135
H 0.95766 0.65435 -4.52125 0.2140
H 0.18846 1.75836 -3.34330 0.2151
H 0.52001 -0.98117 -3.50595 0.5127
C -0.40294 -3.83737 1.88338 -0.2681
O -0.15457 -2.47608 1.54347 -0.8003
H -0.84607 -3.88244 2.87822 0.1998
H -1.05792 -4.35934 1.18578 0.1721
H 0.48142 -4.47222 1.93784 0.1846
H 0.16444 -2.01954 2.32539 0.5197
C -1.49802 3.68170 1.31924 -0.2476
O -1.73583 4.43358 0.15199 -0.7222
H -2.30410 2.97399 1.51282 0.1629
H -0.49238 3.26165 1.33807 0.1558
H -1.52274 4.35428 2.17664 0.1857
H -1.11360 5.16463 0.15251 0.4822
```

Properties
LUMO energy (spin up / spin down) ... -10.6 / -8.8 eV
Spin multiplicity ... 4
HOMO level (spin up / spin down) ... -0.5469 / -0.5483 Eh
Charge ... +2
⟨S²⟩ ... 3.81
Energy ... -54334.629 eV
Relative energy (zero: lowest compared OMol25 entry of this formula, charge and spin) ... 332.8 kJ/mol
Gap between HOMO and LUMO (spin up / spin down) ... 4.24 / 6.08 eV

No. 4
One molecule with the formula C21H21N5O3 at a distorted geometry, computed with ωB97M-V/def2-TZVPD.

Geometry as XYZ:
```
50
Properties=species:S:1:pos:R:3:nbo_charge:R:1
C -6.98779 -1.02744 1.97546 -0.6364
C -5.73061 -1.20426 1.20148 0.1452
N -5.68750 -1.03348 -0.10742 -0.3001
N -4.42652 -1.27596 -0.48144 -0.1827
C -3.63918 -1.58918 0.57697 0.1721
C -4.45759 -1.55846 1.68496 -0.3503
H -4.18279 -1.76324 2.69954 0.2212
C -2.19403 -1.91608 0.45887 -0.6476
H -2.04660 -2.81361 -0.14295 0.2243
H -1.63678 -1.10132 -0.00263 0.2216
H -1.78555 -2.09646 1.44932 0.2331
C -4.05083 -1.09015 -1.85412 -0.2178
H -3.09233 -1.57912 -2.03412 0.2165
H -4.81770 -1.54088 -2.48890 0.2235
C -3.94403 0.40851 -2.18906 -0.2346
N -2.98528 1.06911 -1.33891 -0.6031
C -1.68563 1.19102 -1.67727 0.6438
O -1.22206 0.88280 -2.75667 -0.6041
C -0.85439 1.75456 -0.58120 0.0406
N -1.33423 1.97593 0.62007 -0.1211
O -0.32382 2.44821 1.37760 -0.2604
C 0.79323 2.52107 0.63363 0.2867
C 0.52240 2.08798 -0.63321 -0.3169
H 1.17734 2.00742 -1.47326 0.2607
C 2.05050 3.01144 1.27761 -0.1138
O 3.20550 2.55593 0.62360 -0.4800
C 3.47664 1.21276 0.60129 0.3006
C 4.58702 0.83740 -0.12072 -0.2457
C 4.96305 -0.51119 -0.20925 -0.0937
C 6.09105 -0.95598 -0.93346 -0.1389
C 6.37837 -2.29215 -0.96445 -0.2591
C 5.53481 -3.18135 -0.27057 0.0457
N 4.48661 -2.81055 0.40721 -0.4171
C 4.18222 -1.49849 0.45421 0.1886
C 3.05322 -1.08567 1.18771 -0.1738
C 2.70721 0.23496 1.26325 -0.2869
H 1.83863 0.51593 1.83824 0.2210
H 2.47004 -1.84180 1.68910 0.2266
H 5.73955 -4.24458 -0.27897 0.1902
H 7.23102 -2.67210 -1.50597 0.2206
H 6.70732 -0.23349 -1.45034 0.2137
H 5.16944 1.59608 -0.62066 0.2234
H 2.04561 2.74029 2.34283 0.2001
H 2.10062 4.10405 1.20369 0.2257
H -3.24469 1.27890 -0.38616 0.4222
H -4.92013 0.87794 -2.05479 0.2183
H -3.60763 0.52497 -3.22136 0.2319
H -7.79162 -0.74494 1.30186 0.2298
H -7.25459 -1.95401 2.48205 0.2185
H -6.86259 -0.25244 2.73062 0.2180
```

Properties
LUMO energy ... 0.1 eV
HOMO level ... -0.3149 Eh
Charge ... 0
Energy ... -35709.977 eV
SMILES ... Cc1cc(C)n(CCNC(=O)c2cc(COc3ccc4ncccc4c3)on2)n1
Relative energy (zero: lowest compared OMol25 entry of this formula, charge and spin) ... 317.0 kJ/mol
Gap between HOMO and LUMO ... 8.68 eV

No. 5
One molecule with the formula C5H8N2O at a distorted geometry, computed with ωB97M-V/def2-TZVPD.

Geometry as XYZ:
```
16
Properties=species:S:1:pos:R:3:nbo_charge:R:1
C 0.83855 0.96151 -0.65289 -0.2177
C -0.41233 0.93240 1.40140 -0.2547
C -0.42250 -0.54117 0.82307 0.2653
C -0.32790 -1.55295 -1.12142 -0.0727
C 0.60529 -0.55697 -0.34418 -0.3251
H 1.82897 1.30249 -0.79383 0.2011
H 0.46752 1.08778 -1.62985 0.1828
H 0.08725 2.77990 0.54915 0.4000
H -0.09349 0.98330 2.41466 0.2027
H -1.49827 1.13880 1.36580 0.1904
H 0.17504 -2.29837 -1.81513 0.2080
H -1.12028 -1.02290 -1.63877 0.1703
H 1.48090 -1.12507 0.03400 0.2343
N 0.33996 1.76901 0.52064 -0.6617
N -1.18088 -1.50682 0.98430 -0.1218
O -0.76783 -2.35096 -0.09696 -0.4014
```

Properties
LUMO energy ... 1.0 eV
HOMO level ... -0.3228 Eh
Charge ... 0
Energy ... -10338.812 eV
SMILES ... C1NC[C@@H]2CON=C12
Relative energy (zero: lowest compared OMol25 entry of this formula, charge and spin) ... 377.6 kJ/mol
Gap between HOMO and LUMO ... 9.73 eV

No. 6
C30H60O25S5 as an isolated structure at a distorted geometry, computed with ωB97M-V/def2-TZVPD.

Geometry as XYZ:
```
120
Properties=species:S:1:pos:R:3:mulliken_charge:R:1
C -0.14574 10.99520 -22.50200 -0.9862
C 1.19200 11.76023 -22.39282 -1.1997
C 1.81323 11.14901 -21.11143 -0.3925
O 0.69662 10.96110 -20.25011 -0.8436
C -0.54904 11.02778 -21.03324 -1.4509
H -0.24564 10.03402 -23.00623 -0.8211
H -0.82796 11.64272 -23.05281 -0.2495
H 0.99799 12.82859 -22.29754 1.1792
H 1.89139 11.49175 -23.18456 1.3547
H 2.54280 11.87450 -20.75157 -0.5647
H 2.37203 10.21877 -21.21393 -1.3154
H -1.03275 11.97981 -20.81468 0.2450
H -1.16343 10.14211 -20.87132 1.3415
C -0.48404 10.25587 -18.24089 -0.1354
C -1.84877 10.83548 -17.91986 -1.0697
C -1.53676 12.29235 -17.87629 0.3049
O -0.19006 12.41012 -17.47500 -0.6432
C 0.51747 11.39809 -18.11240 0.4349
H -0.52161 9.97660 -19.29383 -0.8591
H -0.17890 9.32155 -17.76971 0.8601
H -2.34580 10.42148 -17.04256 0.0926
H -2.44138 10.69673 -18.82411 0.3131
H -2.30448 12.78221 -17.27735 0.5862
H -1.64371 12.90770 -18.76960 -0.6890
H 1.47620 11.24010 -17.61846 1.3705
H 0.74901 11.78842 -19.10342 0.2061
C -3.49961 14.34660 -21.83444 0.2161
C -3.31775 13.78791 -20.39884 -0.8922
C -1.91889 14.10150 -19.98009 1.0656
O -1.57265 15.10595 -20.91945 -0.5473
C -2.09884 14.85466 -22.16146 -0.3828
H -4.30945 15.07617 -21.83186 0.3212
H -3.85910 13.60331 -22.54606 -0.2038
H -3.45809 12.70779 -20.35715 -0.2793
H -3.97968 14.36429 -19.75252 0.6126
H -1.24326 13.24632 -19.99637 -2.0403
H -1.91047 14.67783 -19.05496 0.9123
H -1.46719 14.18701 -22.74744 -0.2744
H -2.12571 15.75136 -22.78058 0.5031
C -1.15980 9.42311 -26.42678 -0.7181
C -0.32554 9.91782 -25.29834 0.2421
C -0.48748 11.43480 -25.32846 1.0463
O -1.84040 11.63070 -25.77292 -0.6151
C -2.39045 10.35779 -26.24196 -0.1113
H -1.37433 8.37014 -26.24415 0.3787
H -0.59147 9.55234 -27.34786 0.3648
H 0.73542 9.68232 -25.38213 0.6195
H -0.59318 9.71403 -24.26155 -0.2723
H 0.15678 11.89911 -26.07509 0.4798
H -0.29812 11.84691 -24.33730 -0.4798
H -3.09129 10.38734 -27.07626 0.4938
H -2.95416 9.90362 -25.42706 -0.3328
C 3.17684 13.57921 -21.81254 1.1729
C 4.35964 12.68565 -21.55757 -0.0553
C 4.94088 12.29237 -22.93267 -1.0514
O 4.28475 13.26121 -23.78701 -0.5380
C 3.66165 14.30021 -23.06808 -0.8857
H 3.06126 14.26431 -20.97267 0.4666
H 2.21496 13.06658 -21.80419 -1.8617
H 4.04420 11.72800 -21.14343 -0.6243
H 5.09789 13.03440 -20.83546 0.7926
H 4.47513 11.33188 -23.15319 0.4675
H 6.03082 12.28248 -22.93734 0.3680
H 2.78914 14.59120 -23.65302 0.3458
H 4.31850 15.15676 -22.91654 0.3199
C -3.57411 10.02885 -23.56904 -0.4611
C -3.38639 11.47993 -23.78897 -1.6684
O -2.77609 12.00083 -22.59169 0.3436
S -3.17739 11.20991 -21.23707 1.4988
O -4.59462 11.46603 -21.01136 -0.8879
O -2.21600 11.49479 -20.16037 0.2314
O -3.18306 9.80933 -22.20329 -0.5632
H -2.84846 9.45005 -24.14046 0.2147
H -4.53641 9.54609 -23.73943 0.3551
H -4.40393 11.87067 -23.79418 0.4319
H -2.90861 11.78017 -24.72153 1.1787
C 3.29981 10.35601 -18.66395 -0.7416
C 2.24270 9.56124 -19.40757 0.2307
O 1.90530 8.50639 -18.50282 -0.4719
S 2.01640 8.88441 -16.93369 1.3042
O 2.74540 7.84420 -16.15579 -0.7437
O 0.75420 9.22721 -16.37366 -0.5604
O 2.91203 10.28060 -17.26825 -0.7066
H 3.30877 11.40359 -18.96497 -0.1930
H 4.24612 9.82316 -18.75707 1.5600
H 2.60524 9.27656 -20.39531 -1.2263
H 1.36349 10.20273 -19.46722 1.7245
C -0.20812 7.25716 -21.34776 -0.6111
C 0.56795 8.21152 -20.44523 -0.5690
O 0.97241 9.13086 -21.32384 0.4186
S 1.58848 8.50891 -22.70117 1.4348
O 2.96640 8.02191 -22.39743 -0.6628
O 1.38510 9.42998 -23.80706 -0.2220
O 0.49242 7.17192 -22.56223 -0.6003
H -1.21820 7.61116 -21.55402 0.1249
H -0.31622 6.23484 -20.98547 0.5250
H 1.49889 7.71367 -20.17394 1.2300
H 0.15431 8.75300 -19.59446 0.2870
C 0.91017 13.18420 -20.02241 0.8202
C 0.86639 13.68905 -18.58691 -0.5495
O 1.31706 15.03506 -18.62416 -0.8124
S 0.82007 15.82687 -20.06395 1.2250
O 1.81415 16.82425 -20.52231 -0.6907
O -0.53937 16.28227 -19.88924 -0.4824
O 0.85079 14.36840 -20.88012 -0.5619
H 0.01208 12.60675 -20.24176 -0.5312
H 1.70627 12.48643 -20.28211 -0.1202
H 1.53705 13.12850 -17.93568 0.8862
H -0.17141 13.62334 -18.26017 0.7687
C 6.78606 9.87724 -21.63129 -0.8461
C 6.28798 10.86451 -20.66752 0.2631
O 5.11337 10.31389 -20.10980 0.0095
S 4.22956 9.52501 -21.25590 1.4587
O 3.37937 10.50285 -21.96170 0.9998
O 3.64593 8.33461 -20.65254 -0.5000
O 5.64058 9.17962 -22.11896 -0.4629
H 7.49880 9.22280 -21.12947 0.2939
H 7.35776 10.40864 -22.39212 0.4917
H 6.02239 11.75003 -21.24493 -0.5595
H 7.06324 11.03783 -19.92119 0.6028
```

Properties
LUMO energy ... -0.3 eV
HOMO level ... -0.2816 Eh
Charge ... 0
Energy ... -137393.052 eV
Relative energy (zero: lowest compared OMol25 entry of this formula, charge and spin) ... 4563.3 kJ/mol
Gap between HOMO and LUMO ... 7.36 eV